Record 1
Entry from the Open Molecules 2025 dataset: 2 unconnected molecules or ions with the total composition C5H17N2O (ωB97M-V/def2-TZVPD).

Each line ends with the Mulliken charge.
Atoms and positions in Å:
O 0.031 -1.215 2.774  -0.598
N 1.218 -1.673 -1.402  -0.509
N -1.198 -0.829 0.452  -0.243
C -0.347 1.026 -0.955  -0.924
C 1.908 -0.420 -1.718  -0.518
C -0.750 0.618 0.495  0.385
C -1.841 1.559 1.065  -1.331
C 1.202 0.952 -1.271  -0.854
H -0.519 -1.660 3.438  0.296
H -1.501 -0.959 1.431  0.371
H -1.421 2.221 1.819  0.342
H 1.898 -0.408 -2.819  0.320
H 1.147 -2.432 -2.068  0.209
H -1.793 -0.922 -0.365  0.348
H -2.651 1.026 1.572  0.349
H 1.671 -2.120 -0.611  0.256
H 2.931 -0.410 -1.342  0.256
H 1.887 1.332 -0.508  0.407
H 0.934 -1.517 2.909  0.298
H -0.434 -1.494 0.450  0.260
H -0.953 0.545 -1.705  0.366
H 0.158 0.698 1.105  0.332
H 1.321 1.684 -2.083  0.378
H -0.656 2.105 -1.039  0.435
H -2.241 2.294 0.374  0.368

The total charge is +1. Its multiplicity is 1. The calculated total energy is -385.1953 Eh. For the LUMO energy, the calculation gives -0.1109 hartree. For the largest force on an atom, the calculation gives 2.3 eV/A.


Record 2
Entry from the Open Molecules 2025 dataset: 3 unconnected molecules or ions with the total composition C15H27N2O9S2 (ωB97M-V/def2-TZVPD).

Each line ends with the Mulliken charge.
Atoms and positions in Å:
S 0.232 -4.182 -3.504  1.175
S 3.031 3.564 2.688  1.020
O -2.294 1.164 4.549  -0.335
O -0.113 1.257 -1.072  -0.750
O -4.275 1.697 3.671  -0.479
O 1.654 -4.386 -3.631  -0.715
O -0.463 -4.367 -2.256  -0.636
O 3.650 4.015 3.914  -0.731
O -1.505 -0.429 -1.082  -0.800
O 2.617 2.203 2.497  -0.508
O -0.914 2.548 3.407  -0.415
N 0.203 0.551 1.788  -0.143
N 0.140 -2.689 -0.248  -0.520
C -0.923 0.280 2.647  -0.320
C 0.268 -0.373 0.632  -0.106
C -0.527 0.196 -0.594  0.260
C 2.072 5.427 1.044  -0.691
C -1.670 -4.203 -5.304  -0.584
C 1.652 4.633 2.286  -0.462
C 3.075 4.565 0.268  -0.558
C -0.984 -2.839 -5.454  -0.716
C -0.605 -5.148 -4.755  -0.728
C 4.061 4.038 1.306  -0.717
C -0.081 -1.843 0.948  -0.441
C -1.334 1.468 3.543  0.222
C -3.523 0.836 3.954  0.698
C -3.906 -0.616 3.645  -0.968
C -0.201 -2.572 -4.164  -0.349
H -0.640 -2.546 -0.886  0.226
H -0.812 -2.056 -3.420  0.136
H 1.445 5.284 3.133  0.390
H -0.758 -0.591 3.325  0.258
H 4.735 4.824 1.648  0.328
H -3.283 -1.344 4.194  0.324
H 2.553 6.361 1.348  0.291
H 1.328 -0.371 0.312  0.401
H -1.017 -6.052 -4.312  0.379
H 0.709 -2.006 -4.350  0.392
H -1.798 0.037 2.012  0.214
H 0.786 4.001 2.084  0.229
H 2.552 3.732 -0.208  0.315
H -1.123 -2.013 1.281  0.206
H 1.208 5.687 0.434  0.356
H 0.023 -3.643 0.094  0.205
H -4.955 -0.839 3.887  0.340
H 0.632 -2.195 1.727  0.376
H -3.775 -0.770 2.558  0.276
H 3.582 5.136 -0.511  0.333
H 1.078 0.394 2.284  0.302
H -2.073 -4.562 -6.252  0.339
H -1.704 -2.044 -5.647  0.360
H -2.498 -4.121 -4.594  0.306
H 4.632 3.179 0.959  0.393
H -0.296 -2.872 -6.304  0.286
H 0.127 -5.405 -5.522  0.332

The total charge is -1. Its multiplicity is 1. The calculated total energy is -2170.8427 Eh. For the LUMO energy, the calculation gives 0.0924 hartree. For the largest force on an atom, the calculation gives 1.9 eV/A.


Record 3
Entry from the Open Molecules 2025 dataset: 2 unconnected molecules or ions with the total composition C17H33BrNO4PS (ωB97M-V/def2-TZVPD).

Each line ends with the Mulliken charge.
Atoms and positions in Å:
Br 1.225 -0.188 1.666  -0.076
S -1.925 0.677 -1.405  -0.159
P 0.952 -0.430 -3.101  0.252
O -4.122 2.487 3.552  -0.392
O 0.333 1.905 -1.082  -0.340
O -0.585 1.609 0.941  -0.275
O 2.542 2.440 -1.703  -0.594
N -0.443 -3.103 1.861  -0.528
C -4.925 -0.852 2.316  -1.193
C 0.841 1.120 -4.186  -0.924
C -4.283 3.780 4.118  -0.661
C 1.884 -1.832 -3.957  -0.852
C 4.135 0.082 -0.142  -0.433
C 1.672 1.605 -1.435  -0.335
C 3.223 -2.213 -0.889  -1.417
C 0.429 -2.718 0.955  -0.236
C 1.742 -0.009 -1.388  1.130
C -1.921 1.597 1.494  -0.476
C -0.065 -1.796 -0.271  -0.033
C 5.706 -0.093 -0.491  -1.168
C 0.621 -0.307 -0.268  -0.478
C -3.871 -0.252 1.280  -0.403
C -2.444 0.128 1.939  0.241
C -0.462 0.928 -0.303  0.078
C 3.199 -0.645 -1.217  0.146
H -3.776 3.807 5.083  0.227
H -2.625 0.139 3.077  0.405
H 1.876 1.602 -4.196  0.299
H -4.579 2.490 2.701  0.240
H -3.840 4.531 3.457  0.277
H 4.094 -2.658 -1.499  0.309
H 1.457 -2.832 -3.597  0.263
H -4.257 0.659 0.717  0.301
H -1.668 -0.690 1.763  -0.108
H 4.000 -0.437 0.874  0.258
H -1.196 -1.754 -0.175  0.045
H -5.271 -0.100 3.115  0.245
H -2.389 1.903 -1.850  0.193
H 3.925 1.186 0.014  0.365
H 3.016 -1.803 -3.857  0.246
H -5.345 3.992 4.263  0.283
H 2.296 -2.786 -1.204  0.383
H 6.087 0.731 -1.198  0.278
H 3.504 -2.423 0.206  0.260
H 3.724 -0.520 -2.235  0.529
H 0.051 1.797 -3.710  0.214
H -1.857 2.188 2.480  0.075
H 0.495 0.889 -5.247  0.423
H 6.325 0.041 0.470  0.357
H -5.878 -1.087 1.709  0.350
H 0.045 -3.688 2.567  0.261
H 5.944 -1.120 -0.930  0.256
H -4.611 -1.849 2.776  0.302
H -3.658 -1.088 0.517  0.273
H 1.663 -1.739 -5.084  0.384
H 0.189 -2.384 -1.214  0.402
H 1.499 -3.085 1.053  0.187
H -2.698 2.169 0.870  0.341

Its multiplicity is 1. The calculated total energy is -4336.6074 Eh. For the LUMO energy, the calculation gives 0.0116 hartree. The SMILES is [H]/N=C/C[C@]1(Br)[C@@](S)(OCCCC)OC(=O)[C@]1([C@H](C)CC)P(C)C.CO. For the largest force on an atom, the calculation gives 4.1 eV/A.


Record 4
Entry from the Open Molecules 2025 dataset: 3 unconnected molecules or ions with the total composition C2H10N2O2 (ωB97M-V/def2-TZVPD).

Each line ends with the Mulliken charge.
Atoms and positions in Å:
O -1.027 2.929 0.974  -0.655
O 1.605 -0.323 3.414  -0.653
N 0.078 -1.496 0.163  -0.551
N 0.589 -0.876 -2.435  -0.532
C -0.519 -0.432 -0.394  -0.353
C -0.238 0.021 -1.637  -0.088
H 1.008 0.168 4.082  0.329
H 0.316 -2.327 -0.527  0.259
H 1.295 -0.441 -2.917  0.182
H -0.477 -1.945 0.884  0.290
H -0.633 2.382 0.210  0.350
H 0.093 -1.445 -3.009  0.187
H 1.059 -0.758 2.805  0.309
H -1.467 3.692 0.672  0.302
H -0.193 1.032 -2.216  0.245
H -1.491 -0.181 -0.070  0.379

Its multiplicity is 1. The calculated total energy is -342.0958 Eh. For the LUMO energy, the calculation gives 0.0284 hartree. The SMILES is N/C=C\N.O.O. For the largest force on an atom, the calculation gives 5.1 eV/A.


Record 5
Entry from the Open Molecules 2025 dataset: 2 unconnected molecules or ions with the total composition CHClF2N2 (ωB97M-V/def2-TZVPD).

Each line ends with the Mulliken charge.
Atoms and positions in Å:
Cl -0.026 -2.351 0.001  -0.084
F 1.894 0.674 0.931  -0.123
F 0.962 1.812 -0.491  -0.137
N 1.571 0.577 -0.397  0.073
N -1.444 0.014 0.074  -0.323
C -0.551 -0.769 -0.084  0.345
H -2.406 0.043 -0.035  0.248

Its multiplicity is 1. The calculated total energy is -807.8844 Eh. For the LUMO energy (spin up / spin down), the calculation gives -0.0056 / -0.0132 hartree. For the largest force on an atom, the calculation gives 2.2 eV/A.


Record 6
Entry from the Open Molecules 2025 dataset: a molecular structure, C25H44CrO2P2 (ωB97M-V/def2-TZVPD).

Each line ends with the Mulliken spin population.
Atoms and positions in Å:
Cr 1.707 -0.299 -1.220  3.685
P 0.669 1.792 -4.728  0.001
P 2.476 -0.451 -3.194  -0.215
O 2.912 1.883 0.609  0.011
O 2.273 2.577 -1.424  -0.008
C -4.341 0.516 -4.474  0.001
C 0.816 0.441 2.553  -0.008
C -1.850 1.795 -2.971  0.020
C -1.679 -0.025 0.683  -0.002
C -3.367 -0.502 -4.935  0.001
C -0.020 -1.682 -0.387  -0.115
C 0.182 1.035 -6.345  0.001
C -0.322 -0.570 0.470  -0.094
C 2.236 1.167 -4.105  0.041
C 1.326 -2.150 -0.065  -0.011
C 3.068 -1.433 1.719  0.057
C 0.796 -0.337 1.300  -0.227
C -1.497 0.416 -3.444  0.002
C 4.251 -0.558 -3.558  0.025
C 2.451 1.642 -0.631  0.048
C -1.083 -2.435 -1.101  0.042
C 0.745 3.551 -5.230  0.002
C 3.324 3.230 0.886  -0.005
C -4.216 1.643 -2.171  0.001
C -2.100 -0.481 -4.457  -0.002
C -2.959 1.985 -1.962  -0.001
C 1.854 -1.234 0.904  -0.133
C 1.919 -3.484 -0.421  -0.034
C -4.505 0.400 -2.956  0.000
C 2.002 -1.698 -4.402  0.062
H -2.680 2.527 -1.048  0.000
H 2.577 3.956 0.569  0.000
H -0.915 1.139 -6.430  0.000
H -5.320 0.292 -4.919  0.000
H 1.004 -0.220 3.420  -0.002
H 4.272 3.453 0.409  -0.001
H 0.421 -0.033 -6.411  0.000
H 2.387 -1.396 -5.387  -0.001
H -2.058 2.472 -3.796  0.001
H 3.828 -1.971 1.146  -0.001
H -0.119 0.980 2.722  0.001
H -3.816 -0.362 -2.559  0.000
H -1.609 0.990 1.115  -0.003
H 3.427 3.222 1.972  -0.001
H 2.885 -1.997 2.647  -0.014
H -4.134 1.562 -4.795  0.000
H -0.969 -3.521 -1.021  0.002
H -2.235 0.037 -0.262  -0.002
H 3.481 -0.469 2.023  -0.001
H -0.112 4.089 -4.808  0.000
H -1.377 -1.144 -4.915  0.000
H 2.488 -2.648 -4.163  0.006
H 1.650 -3.746 -1.445  -0.004
H 2.825 1.158 -5.019  0.002
H 4.829 0.076 -2.876  -0.018
H 4.589 -1.596 -3.495  0.004
H 0.640 1.601 -7.162  0.000
H 4.387 -0.210 -4.588  0.003
H -1.146 -2.181 -2.161  -0.008
H 0.696 3.649 -6.324  0.000
H -5.002 2.231 -1.755  0.000
H -0.958 2.122 -2.426  0.003
H 2.584 1.871 -3.347  -0.019
H 1.668 4.036 -4.897  0.000
H -0.514 0.716 -3.926  -0.072
H -2.055 -2.202 -0.672  0.001
H -1.183 -0.213 -2.566  0.034
H -3.677 -1.256 -5.627  0.000
H 1.602 -4.309 0.238  -0.007
H -5.539 0.067 -2.754  0.000
H 3.015 -3.420 -0.331  0.001
H 0.906 -1.770 -4.403  -0.028
H 1.642 1.167 2.516  -0.002
H -2.263 -0.652 1.374  -0.017

The total charge is +1. Its multiplicity is 4. The calculated total energy is -2856.2114 Eh. For the LUMO energy (spin up / spin down), the calculation gives -0.1914 / -0.1207 hartree. For the largest force on an atom, the calculation gives 6.8 eV/A.